Entry from the OMol25 dataset: 2 unconnected molecules or ions with the total composition C6H16S at a distorted geometry (the ωB97M-V functional and the def2-TZVPD basis).

Structure (ORCA input):
```
! wB97M-V def2-TZVPD RIJCOSX def2/J DEFGRID3
* xyz -1 2
C -0.83 1.17 1.94
C -2.12 0.49 2.19
C 0.52 -0.73 0.65
S 0.40 -0.08 2.23
H -0.70 1.62 1.00
H -0.63 2.06 2.52
H -2.89 1.22 2.26
H -2.05 -0.31 2.95
H 1.58 -1.23 0.60
H -0.30 -1.50 0.62
H 0.21 0.04 -0.31
H -2.57 -0.07 1.29
C 1.17 -0.26 -2.72
C 0.50 1.01 -3.50
C 0.19 -1.44 -2.54
H 1.96 -0.79 -3.42
H 1.51 0.43 -1.86
H 0.48 0.61 -4.52
H -0.42 -1.12 -1.63
H -0.62 -1.87 -3.13
H 1.10 1.92 -3.25
H -0.40 1.13 -2.82
H 0.74 -2.35 -2.20
*
```

Properties
- ΔE to the lowest compared entry with this formula, charge and spin: 291.6 kJ/mol
- Energy: -636.20815 a.u.
- E_HOMO (alpha / beta): 0.0411 / -0.1740 hartree
- HOMO-LUMO gap (alpha / beta): 2.22 / 8.26 eV
- LUMO (alpha / beta): 3.337 / 3.526 eV